Entry 1:
{"formula": "C5H11NO", "method": "ωB97M-V/def2-TZVPD", "species": ["C", "C", "C", "C", "N", "C", "O", "H", "H", "H", "H", "H", "H", "H", "H", "H", "H", "H"], "coordinates": [[1.849807, -1.727008, -0.824928], [2.049774, -1.112088, 0.353633], [0.941937, -0.231253, 0.940583], [0.413517, 0.695884, -0.141915], [-0.969380, 0.513661, -0.586812], [-1.900592, 1.163999, 0.310678], [-3.398291, 1.005243, -0.014049], [2.557501, -2.442797, -1.324728], [0.854591, -1.718697, -1.291886], [3.021751, -1.215765, 0.861615], [1.276412, 0.251072, 1.874278], [0.092608, -0.850320, 1.184606], [0.896265, 0.482827, -1.101832], [0.591836, 1.753103, -0.240370], [-1.156317, -0.483948, -0.654041], [-1.859359, 0.846980, 1.376147], [-1.677559, 2.234601, 0.231164], [-3.584502, 0.834508, -0.952143]], "forces_ev_per_a": [[0.3, -1.1, 0.4], [0.1, -0.5, -0.8], [0.9, 0.3, 0.1], [-0.2, 0.2, -3.1], [-1.3, -0.2, 0.7], [-2.3, 0.2, -0.4], [2.3, -0.2, 0.4], [-0.5, 1.0, 0.8], [0.5, 0.3, 0.1], [-0.6, 0.1, -0.2], [-0.2, 0.0, -0.4], [-0.2, -0.4, 0.4], [0.6, -0.6, 0.4], [0.2, 0.8, 1.5], [-0.2, 0.1, 0.1], [-0.1, 0.0, -0.6], [-0.1, -0.2, 0.2], [0.7, 0.2, 0.3]], "lowdin_charge": [-0.022, -0.167, -0.176, -0.260, -0.086, -0.232, -0.110, 0.070, 0.059, 0.097, 0.110, 0.102, 0.098, 0.116, 0.105, 0.121, 0.112, 0.065], "smiles": "C=CCCNCO", "relative_energy_ev": 2.969, "molar_mass_da": 101.15, "orbital_gap_ev": 10.3, "multiplicity": 1, "e_lumo_ev": 1.1}

Entry 2:
{"formula": "C2HN3O6", "method": "ωB97M-V/def2-TZVPD", "species": ["O", "N", "O", "C", "C", "N", "O", "O", "N", "O", "O", "H"], "coordinates": [[-1.454683, -1.570068, -0.998553], [-1.003999, -1.511724, 0.107244], [-1.228913, -2.168193, 1.118208], [-0.106894, -0.423764, 0.099730], [1.539671, -0.483617, 0.132817], [2.066236, 0.836789, -0.221741], [1.408859, 1.469534, -1.026470], [3.080623, 1.138675, 0.225428], [2.298309, -1.658249, 0.282369], [1.731287, -2.697973, 0.508172], [3.481316, -1.614793, 0.126205], [-0.366307, 0.682500, -0.255882]], "forces_ev_per_a": [[-1.1, -1.0, -1.1], [0.1, -0.5, 2.5], [0.2, 0.9, -1.8], [9.0, 3.1, -0.5], [-9.7, 0.8, -0.2], [-2.7, -2.1, -1.9], [-0.6, 0.6, -0.2], [4.2, 1.5, 2.2], [0.6, -1.2, 0.1], [-1.8, -0.3, 0.3], [1.7, 1.2, -0.3], [-0.1, -2.8, 1.0]], "lowdin_charge": [0.160, -0.431, 0.144, 0.230, 0.049, -0.416, 0.064, 0.178, -0.399, 0.109, 0.133, 0.181], "smiles": "O=[N+]([O-])C=C([N+](=O)[O-])[N+](=O)[O-]", "relative_energy_ev": 2.368, "molar_mass_da": 163.05, "orbital_gap_ev": [8.1, 8.1], "multiplicity": 1, "e_lumo_ev": [-3.1, -3.1]}

Entry 3:
{"formula": "C4H5FN2", "method": "ωB97M-V/def2-TZVPD", "species": ["F", "C", "C", "N", "C", "N", "C", "H", "H", "H", "H", "H"], "coordinates": [[-2.355030, 0.009651, -0.164999], [-1.017898, -0.012881, -0.472019], [-0.143191, -0.769898, 0.487775], [1.142577, -1.203952, -0.011156], [1.782375, -0.128350, -0.282535], [1.181514, 1.072612, 0.062782], [-0.152987, 0.753579, 0.486176], [-0.835181, -0.043010, -1.535422], [-0.596356, -1.378550, 1.270225], [2.800454, -0.133874, -0.714093], [1.388617, 1.941221, -0.465347], [-0.640687, 1.392033, 1.251863]], "forces_ev_per_a": [[0.0, 0.0, 0.0], [0.1, -0.1, 0.4], [-0.4, -0.3, 0.3], [0.1, 0.5, -0.1], [0.6, -0.2, -0.2], [0.3, 0.9, -0.7], [-0.5, 0.6, 0.4], [0.1, 0.0, -0.1], [0.0, 0.2, -0.3], [-0.7, 0.1, 0.3], [-0.3, -1.1, 0.6], [0.4, -0.6, -0.6]], "lowdin_charge": [0.005, -0.234, -0.204, 0.079, -0.221, 0.036, -0.189, 0.150, 0.144, 0.128, 0.149, 0.156], "smiles": "F[C@@H]1[C@H]2N=CN[C@@H]12", "relative_energy_ev": 1.615, "molar_mass_da": 100.10, "orbital_gap_ev": 9.7, "multiplicity": 1, "e_lumo_ev": 0.9}

Entry 4:
{"formula": "C6H8HgLiO3", "method": "ωB97M-V/def2-TZVPD", "species": ["C", "C", "O", "H", "H", "H", "O", "Hg", "C", "C", "C", "C", "O", "Li", "H", "H", "H", "H", "H"], "coordinates": [[4.087931, 0.575102, 0.859410], [3.952120, 1.759706, 0.188766], [2.878867, 2.226748, -0.371727], [3.230228, 0.139285, 1.384384], [5.085105, 0.201404, 1.102615], [4.892436, 2.311458, -0.027130], [0.597123, -0.794240, -1.071784], [0.985857, 1.346464, -1.193481], [-0.096969, -1.253613, 0.045217], [-1.556346, -1.499444, -0.250161], [-2.524329, -0.503577, -0.103059], [-3.847392, -0.557504, -0.555884], [-4.791802, 0.262539, -0.196335], [-5.043883, 1.832654, 0.513764], [-0.032816, -0.522675, 0.887522], [0.349065, -2.194780, 0.442384], [-1.835635, -2.435828, -0.750321], [-2.232540, 0.421536, 0.417368], [-4.097019, -1.315242, -1.321546]], "forces_ev_per_a": [[0.0, 0.8, 0.7], [0.1, -1.5, -0.6], [0.4, 1.0, 0.6], [0.2, -0.2, -0.7], [-0.3, 0.3, 0.2], [-0.2, 0.0, -0.1], [0.2, -0.4, -0.1], [-0.3, -0.2, 0.0], [-0.3, 0.2, 0.5], [-0.5, 0.5, -0.1], [0.2, -0.5, -0.1], [0.9, -0.8, -0.5], [-0.8, 1.6, 0.5], [0.2, -1.0, -0.4], [-0.1, -0.3, -0.2], [0.0, 0.3, -0.3], [0.1, 0.3, 0.1], [0.0, -0.3, 0.0], [0.0, 0.1, 0.4]], "lowdin_spin": [0.001, 0.014, 0.154, 0.001, 0.000, 0.004, 0.293, 0.527, 0.055, 0.360, 0.028, 0.308, 0.174, 0.025, 0.009, 0.014, 0.019, -0.001, 0.016], "s2": 2.039, "relative_energy_ev": 1.082, "molar_mass_da": 335.66, "orbital_gap_ev": [3.1, 4.1], "charge": -1, "multiplicity": 3, "e_lumo_ev": [0.8, 0.7]}

Entry 5:
{"formula": "C33H29BaCl2SSb2", "method": "ωB97M-V/def2-TZVPD", "species": ["Ba", "C", "C", "C", "Sb", "C", "C", "C", "C", "C", "C", "C", "C", "C", "C", "C", "C", "Sb", "C", "C", "C", "C", "C", "C", "C", "C", "C", "C", "C", "C", "H", "H", "H", "H", "H", "H", "H", "H", "H", "H", "H", "H", "H", "H", "H", "H", "H", "H", "H", "H", "H", "H", "H", "H", "H", "H", "Cl", "C", "C", "C", "C", "C", "Cl", "C", "S", "H", "H", "H"], "coordinates": [[-1.383235, -2.267692, -1.705362], [-0.180656, 0.741109, -1.150033], [1.189933, 1.356210, -0.896676], [2.341787, 0.447337, -1.322165], [2.055899, -1.591615, -0.670692], [4.061099, -2.255796, -0.621554], [4.557605, -2.914275, 0.496800], [5.868359, -3.366932, 0.512583], [6.687271, -3.164451, -0.587486], [6.195365, -2.507990, -1.705756], [4.884841, -2.057299, -1.723554], [1.701627, -1.194065, 1.381396], [0.628214, -1.811347, 2.014740], [0.340592, -1.540136, 3.346651], [1.133744, -0.648513, 4.051996], [2.207378, -0.028145, 3.427878], [2.489233, -0.299557, 2.099430], [-1.978472, 1.941623, -0.882310], [-1.375523, 3.550309, -2.134978], [-0.429462, 4.493646, -1.746873], [-0.063428, 5.515072, -2.608184], [-0.641061, 5.605558, -3.866500], [-1.590590, 4.676667, -4.258891], [-1.959242, 3.657901, -3.392895], [-1.441475, 2.758106, 1.005837], [-0.785705, 2.003712, 1.972045], [-0.529757, 2.538355, 3.225494], [-0.929732, 3.830967, 3.526288], [-1.588157, 4.588258, 2.569293], [-1.845241, 4.051865, 1.317230], [-0.310817, -0.109068, -0.468280], [-0.242557, 0.373056, -2.186332], [1.272578, 1.584819, 0.169645], [1.262508, 2.309879, -1.424739], [3.293916, 0.804248, -0.926432], [2.432666, 0.425815, -2.410469], [3.930156, -3.070683, 1.367047], [6.249417, -3.876613, 1.387009], [7.709259, -3.517114, -0.573430], [6.832448, -2.345776, -2.564518], [4.517532, -1.544075, -2.605753], [0.011993, -2.539305, 1.487067], [-0.492881, -2.032865, 3.829534], [0.921414, -0.441231, 5.092462], [2.828474, 0.664453, 3.980051], [3.336218, 0.185146, 1.626581], [0.016531, 4.445364, -0.760718], [0.670307, 6.245183, -2.294349], [-0.356901, 6.405893, -4.535947], [-2.052104, 4.749357, -5.234290], [-2.718267, 2.948798, -3.706212], [-0.459484, 0.987414, 1.766942], [-0.016294, 1.941133, 3.966495], [-0.731771, 4.246542, 4.504815], [-1.905204, 5.597054, 2.796500], [-2.357103, 4.659318, 0.579362], [-4.204186, -1.719515, -0.506240], [-4.818674, -3.381294, -0.442057], [-6.187667, -3.493726, -0.587404], [-6.757373, -4.756636, -0.535459], [-5.947827, -5.863808, -0.345314], [-4.577058, -5.713172, -0.205423], [-3.623247, -7.138572, 0.027538], [-3.948361, -4.454938, -0.245065], [-2.215451, -4.341090, -0.022066], [-6.790002, -2.609458, -0.730427], [-7.825847, -4.875116, -0.642026], [-6.367577, -6.858290, -0.301849]], "forces_ev_per_a": [[0.0, 0.1, -0.2], [-0.1, 0.0, -0.1], [-0.1, 0.1, 0.1], [0.1, 0.0, 0.0], [-0.1, -0.1, -0.1], [0.0, 0.1, 0.0], [-0.1, 0.0, 0.1], [0.0, 0.0, 0.0], [0.0, 0.0, 0.0], [0.0, 0.0, 0.0], [0.0, 0.1, -0.1], [0.0, 0.0, -0.1], [-0.1, -0.1, 0.0], [0.0, 0.0, 0.0], [0.0, 0.0, 0.0], [0.0, 0.0, 0.0], [0.1, 0.1, -0.1], [0.0, -0.1, 0.0], [-0.1, 0.0, 0.1], [0.1, 0.0, 0.1], [0.0, 0.1, 0.0], [0.0, 0.0, 0.0], [0.0, 0.0, -0.1], [-0.1, -0.1, -0.1], [0.0, 0.0, -0.1], [0.0, -0.2, 0.0], [0.0, 0.0, 0.1], [0.0, 0.0, 0.0], [0.0, 0.0, 0.0], [0.0, 0.1, 0.0], [0.0, 0.0, 0.2], [0.1, 0.0, 0.0], [0.0, 0.0, -0.1], [0.0, 0.0, 0.0], [0.0, 0.0, 0.0], [0.0, 0.0, 0.0], [0.0, 0.0, 0.0], [0.0, 0.0, 0.0], [0.0, 0.0, 0.0], [0.0, 0.0, 0.0], [0.0, 0.0, 0.0], [0.0, 0.0, 0.0], [0.0, 0.0, 0.0], [0.0, 0.0, 0.0], [0.0, 0.0, 0.0], [0.0, 0.0, 0.0], [0.0, 0.0, 0.0], [0.0, 0.0, 0.0], [0.0, 0.0, 0.0], [0.0, 0.0, 0.0], [0.0, 0.0, 0.0], [0.0, 0.0, 0.0], [0.0, 0.0, 0.0], [0.0, 0.0, 0.0], [0.0, 0.0, 0.0], [0.0, 0.0, 0.0], [0.1, 0.0, 0.0], [0.0, 0.2, 0.0], [-0.1, -0.2, 0.0], [0.1, 0.1, 0.0], [0.1, 0.0, 0.0], [-0.1, 0.0, 0.0], [-0.1, 0.0, 0.0], [-0.1, -0.1, 0.0], [0.2, 0.0, 0.2], [0.0, 0.0, 0.0], [0.0, 0.0, 0.0], [0.0, 0.0, 0.0]], "lowdin_charge": [1.321, -0.543, -0.350, -0.361, 1.410, -0.414, -0.129, -0.074, -0.073, -0.079, -0.141, -0.418, -0.153, -0.069, -0.084, -0.075, -0.120, 1.472, -0.415, -0.140, -0.073, -0.075, -0.083, -0.153, -0.413, -0.129, -0.072, -0.071, -0.073, -0.144, -0.073, 0.013, 0.093, 0.100, 0.066, 0.058, 0.098, 0.110, 0.109, 0.108, 0.095, 0.060, 0.114, 0.112, 0.113, 0.109, 0.097, 0.109, 0.109, 0.107, 0.085, 0.082, 0.091, 0.108, 0.109, 0.101, 0.531, -0.645, -0.117, -0.068, -0.101, -0.684, 0.681, -0.764, 0.273, 0.106, 0.113, 0.110], "relative_energy_ev": 0.000, "molar_mass_da": 909.42, "orbital_gap_ev": 7.1, "charge": 1, "multiplicity": 1, "e_lumo_ev": -3.4}

Entry 6:
{"formula": "C7H12Br2NO3", "method": "ωB97M-V/def2-TZVPD", "species": ["C", "C", "Br", "C", "N", "C", "O", "O", "C", "C", "C", "O", "H", "H", "H", "H", "H", "H", "H", "H", "H", "H", "H", "H", "Br"], "coordinates": [[2.660794, -1.288707, 1.212014], [2.401640, 0.190206, 0.546210], [3.685580, 0.365084, -1.001377], [0.809619, 0.425469, 0.090614], [0.315562, 1.614572, 0.884091], [-1.137333, 1.943998, 0.611475], [-1.383177, 2.934497, -0.291038], [-2.310926, 1.346808, 1.265583], [-2.592508, -0.015240, 0.791058], [-2.568452, 0.026531, -0.991678], [-3.084230, -1.453976, -1.737660], [-1.529631, -0.920966, -1.675132], [1.644956, -1.816512, 1.465549], [3.278187, -1.186658, 2.209806], [3.291396, -1.992361, 0.501105], [2.680037, 1.013169, 1.364590], [0.849494, 0.590806, -1.073744], [0.202948, -0.549546, 0.318211], [0.848929, 2.448174, 0.491941], [-1.810861, -0.827053, 1.103249], [-3.707837, -0.293493, 1.013504], [-2.891492, 1.102158, -1.550322], [-2.957789, -1.446047, -2.924617], [-2.987068, -2.455076, -1.139595], [6.292163, 0.244163, -1.483837]], "forces_ev_per_a": [[0.2, -0.1, 0.2], [-1.4, -0.3, 1.1], [-2.3, 0.1, 1.9], [1.8, -1.5, -0.2], [-2.7, 0.5, -1.3], [-0.3, 4.9, -4.8], [1.1, -5.9, 5.9], [2.8, -0.7, -1.6], [-0.2, -0.3, -3.3], [-0.2, -3.4, -1.4], [5.4, 2.1, -0.4], [-3.9, 2.4, 2.5], [1.9, 1.0, -0.4], [-1.2, -0.2, -2.0], [-1.4, 1.6, 1.4], [-0.6, -1.7, -2.0], [-0.5, -0.1, 2.3], [1.0, 2.0, -0.4], [-1.2, -1.3, 0.6], [-1.6, 1.7, -0.4], [2.4, 0.7, 0.0], [1.2, -3.3, 1.7], [-1.8, -0.3, 2.8], [-0.9, 2.1, -1.2], [2.5, -0.1, -0.9]], "lowdin_charge": [-0.187, -0.674, 0.352, -0.245, 0.011, -0.289, -0.043, -0.099, -0.100, -0.126, -0.025, -0.264, 0.060, 0.075, 0.072, 0.099, 0.111, 0.096, 0.141, 0.128, 0.133, 0.177, 0.121, 0.101, -0.623], "relative_energy_ev": 5.278, "molar_mass_da": 317.98, "orbital_gap_ev": 5.5, "charge": -1, "multiplicity": 1, "e_lumo_ev": 2.4}